Density functional theory data (wB97M-V/def2-TZVPD) for the molecule C5H10O.

Each line ends with the Mulliken charge.
CARTESIAN COORDINATES (ANGSTROEM)
C -1.77795 1.43589 0.36114  -1.196
C -1.11272 0.06834 0.37352  -0.023
C 1.59301 -0.31001 -0.62200  -0.044
C 1.57099 -1.37052 0.43847  -1.129
C 0.52253 0.05248 -1.32259  -0.340
O -0.74554 -0.30318 -0.96816  -0.428
H -2.19469 1.58750 -0.63554  0.291
H -2.58764 1.50530 1.09247  0.354
H -1.06726 2.24386 0.55793  0.290
H -0.25433 0.06664 1.05544  0.163
H -1.79114 -0.71738 0.70558  0.322
H 2.54542 0.12512 -0.89953  0.349
H 0.65315 -1.96146 0.37230  0.336
H 2.40882 -2.05397 0.27655  0.350
H 1.64607 -0.99178 1.46305  0.295
H 0.59127 0.62318 -2.24863  0.411

Cartesian forces (eV/Å) of the 2 atoms listed first:
-0.08 0.13 -0.06
-0.18 -0.06 0.06

For the total energy, the calculation gives -7393.37709 eV. Its SMILES is C/C=C\OCC. For the LUMO energy, the calculation gives 1.100 eV. The value obtained for the HOMO energy is -8.75 eV. The charge is 0. Its frontier orbital gap is 9.849 eV. Its energy above the lowest of the compared OMol25 structures with the same formula, charge and spin is 32.0 kcal/mol.